Run w
The following is a quantum chemistry calculation of 2 unconnected molecules or ions with the total composition C3H10O2, from OMol25.

The value obtained for the LUMO energy is 1.00 eV. For the HOMO energy, the calculation gives -10.24 eV.

```
15
Properties=species:S:1:pos:R:3:lowdin_charge:R:1
C 1.37 -2.65 -2.44 -0.093
C 2.52 -1.70 -2.34 -0.337
O 2.69 -1.25 -0.98 -0.088
H 0.46 -2.12 -2.22 0.073
H 1.34 -3.05 -3.46 0.078
H 1.47 -3.42 -1.67 0.077
H 2.37 -0.79 -2.94 0.109
H 3.47 -2.11 -2.72 0.108
H 3.64 -1.06 -0.97 0.072
C -3.26 2.94 3.64 -0.170
O -3.45 2.79 2.24 -0.125
H -3.94 2.28 4.16 0.073
H -2.23 2.70 3.92 0.076
H -3.52 3.95 3.98 0.076
H -2.94 3.47 1.80 0.070
```


Run x
The following is a quantum chemistry calculation of 2 unconnected molecules or ions with the total composition C3H10O2, from OMol25.

The value obtained for the LUMO energy is 0.62 eV. For the HOMO energy, the calculation gives -10.40 eV.

```
15
Properties=species:S:1:pos:R:3:lowdin_charge:R:1
C -1.28 3.20 -0.99 -0.090
C -0.81 1.76 -1.05 -0.319
O 0.19 1.57 -2.08 -0.097
H -1.88 3.46 -1.87 0.071
H -1.75 3.33 -0.02 0.072
H -0.40 3.84 -1.01 0.073
H -1.64 1.07 -1.22 0.107
H -0.30 1.44 -0.14 0.104
H -0.20 1.15 -2.85 0.077
C 1.69 -3.69 1.84 -0.126
O 0.25 -3.50 2.03 -0.150
H 1.95 -4.54 2.46 0.074
H 1.86 -3.76 0.77 0.071
H 2.20 -2.79 2.19 0.072
H 0.12 -2.55 1.95 0.059
```


run w is preferred energetically. Next in line: 0.0033 hartree higher.


Run w
The following is a quantum chemistry calculation of 2 unconnected molecules or ions with the total composition C3H10O2, from OMol25.

The value obtained for the LUMO energy is 0.79 eV. For the HOMO energy, the calculation gives -10.08 eV.

```
15
Properties=species:S:1:pos:R:3:lowdin_charge:R:1
C 0.18 1.22 0.11 -0.122
C -1.03 1.84 0.83 -0.280
O -1.31 3.11 0.10 -0.138
H 0.99 2.03 -0.06 0.086
H 0.62 0.32 0.63 0.043
H -0.19 0.75 -1.00 0.135
H -0.82 2.11 1.94 0.127
H -1.94 1.31 0.73 0.079
H -0.90 3.87 0.53 0.062
C 0.77 -2.84 -0.98 -0.191
O 0.77 -2.00 0.13 -0.148
H -0.17 -3.30 -1.24 0.051
H 0.92 -2.33 -1.95 0.084
H 1.53 -3.71 -0.77 0.111
H 0.58 -2.40 1.01 0.103
```


Run x
The following is a quantum chemistry calculation of 2 unconnected molecules or ions with the total composition C3H10O2, from OMol25.

The value obtained for the LUMO energy is 0.90 eV. For the HOMO energy, the calculation gives -10.33 eV.

```
15
Properties=species:S:1:pos:R:3:lowdin_charge:R:1
C 2.74 0.29 0.01 -0.090
C 3.13 1.18 1.17 -0.305
O 4.55 1.43 1.11 -0.094
H 1.71 0.52 -0.29 0.067
H 2.75 -0.78 0.22 0.070
H 3.46 0.39 -0.80 0.073
H 2.59 2.12 1.08 0.103
H 2.93 0.77 2.15 0.102
H 4.74 2.37 1.10 0.074
C -4.50 -1.14 -1.02 -0.173
O -5.25 -2.16 -0.38 -0.123
H -3.65 -1.57 -1.56 0.074
H -4.10 -0.49 -0.24 0.073
H -5.10 -0.49 -1.64 0.075
H -6.00 -2.44 -0.92 0.074
```


Run y
The following is a quantum chemistry calculation of 2 unconnected molecules or ions with the total composition C3H10O2, from OMol25.

The value obtained for the LUMO energy is 0.98 eV. For the HOMO energy, the calculation gives -10.21 eV.

```
15
Properties=species:S:1:pos:R:3:lowdin_charge:R:1
C -0.85 -1.26 0.35 -0.061
C 0.56 -1.70 0.80 -0.502
C 1.12 -0.85 1.91 -0.061
O 0.51 -3.08 1.16 -0.059
H -1.12 -1.84 -0.54 0.077
H -1.61 -1.49 1.11 0.080
H -0.91 -0.20 0.10 0.071
H 1.16 -1.71 -0.10 0.130
H 1.26 0.16 1.52 0.082
H 0.40 -0.76 2.70 0.077
H 2.08 -1.22 2.25 0.079
H 0.23 -3.14 2.08 0.088
O -0.94 5.66 -4.85 -0.072
H -0.29 5.35 -4.19 0.042
H -1.60 6.09 -4.30 0.030
```


run y is preferred energetically. Next in line: 0.0310 hartree higher.


Run w
The following is a quantum chemistry calculation of 3 unconnected molecules or ions with the total composition C3H10NO2, from OMol25.

As for the expectation value of S²: 0.7595. The value obtained for the LUMO energy (alpha / beta) is 0.57 / 0.56 eV. For the HOMO energy (alpha / beta), the calculation gives -5.59 / -8.38 eV. As for the spin multiplicity: 2.

```
16
Properties=species:S:1:pos:R:3:lowdin_spin:R:1
C -0.66 0.26 -0.94 0.017
C -1.94 0.52 -1.24 0.113
C -0.75 1.40 1.22 0.528
N -0.15 0.59 0.32 0.215
H 0.11 -0.07 -1.60 -0.002
H -2.67 0.83 -0.50 0.019
H -2.45 0.10 -2.10 0.010
H -0.49 1.62 2.24 0.048
H -1.41 2.15 0.85 0.046
H 0.60 -0.02 0.58 0.000
H -0.79 -2.78 0.35 0.000
H 0.38 -2.56 1.14 0.000
O -0.07 -2.14 0.39 0.003
H 3.29 0.69 0.33 0.000
H 3.06 -0.15 -0.91 0.000
O 2.72 -0.02 -0.02 0.002
```


Run x
The following is a quantum chemistry calculation of 3 unconnected molecules or ions with the total composition C3H10NO2, from OMol25.

As for the expectation value of S²: 0.7587. The value obtained for the LUMO energy (alpha / beta) is 0.75 / 0.71 eV. For the HOMO energy (alpha / beta), the calculation gives -6.10 / -8.33 eV. As for the spin multiplicity: 2.

```
16
Properties=species:S:1:pos:R:3:lowdin_spin:R:1
C 1.96 0.32 0.18 0.015
C 0.97 -0.19 1.00 0.076
C 0.60 0.19 -1.87 0.593
N 1.78 0.11 -1.24 0.208
H 2.82 0.74 0.60 0.000
H -0.02 -0.15 0.62 0.009
H 1.12 -0.44 2.11 0.005
H 0.56 0.48 -3.05 0.030
H -0.38 -0.14 -1.53 0.049
H 2.53 -0.23 -1.87 0.006
H -1.00 1.19 2.13 0.002
H -2.48 1.34 2.46 0.000
O -1.87 0.82 1.89 0.003
H -2.45 -0.99 0.21 0.000
H -2.16 -1.98 -0.98 0.000
O -2.00 -1.08 -0.66 0.005
```


Run y
The following is a quantum chemistry calculation of 2 unconnected molecules or ions with the total composition C3H10NO2, from OMol25.

As for the expectation value of S²: 0.7531. The value obtained for the LUMO energy (alpha / beta) is 0.38 / 0.17 eV. For the HOMO energy (alpha / beta), the calculation gives -3.99 / -7.74 eV. As for the spin multiplicity: 2.

```
16
Properties=species:S:1:pos:R:3:lowdin_spin:R:1
O -0.77 -2.08 -0.67 0.313
C -0.05 -1.63 0.26 0.372
C -0.43 -0.31 0.83 0.116
C 0.63 0.54 1.55 0.024
N -1.06 0.54 -0.29 0.039
H 0.87 -2.13 0.60 0.035
H -1.27 -0.50 1.53 0.038
H 1.63 0.30 1.21 0.004
H 0.68 0.22 2.60 0.005
H 0.44 1.61 1.53 0.002
H -0.51 0.42 -1.18 0.003
H -1.05 1.50 0.02 0.011
H -2.03 0.25 -0.43 0.013
H 1.49 -0.13 -2.47 0.005
H 0.53 0.83 -2.99 0.004
O 0.90 0.55 -2.11 0.014
```


run w is preferred energetically. Next in line: 0.0116 hartree higher.


Run w
The following is a quantum chemistry calculation of a single C7H9NO molecule, from OMol25.

The value obtained for the LUMO energy is 0.64 eV. For the HOMO energy, the calculation gives -8.26 eV.

```
18
Properties=species:S:1:pos:R:3:lowdin_charge:R:1
C 2.99 -0.52 0.13 -0.029
C 1.68 0.09 -0.14 -0.336
C 1.08 1.00 -0.96 0.130
C 0.77 0.78 0.73 -0.097
C -0.47 1.05 -0.07 -0.152
N -1.58 0.14 -0.26 -0.144
C -1.26 -1.24 -0.46 -0.030
C -2.90 0.51 -0.05 -0.266
O -3.71 -0.37 0.29 0.004
H 3.70 -0.44 -0.72 0.103
H 2.74 -1.51 0.42 0.080
H 3.36 0.01 0.99 0.084
H 1.02 1.44 1.49 0.087
H -0.94 2.08 0.25 0.158
H -0.17 -1.28 -0.49 0.078
H -1.66 -1.94 0.30 0.107
H -1.75 -1.47 -1.36 0.078
H -2.90 1.66 -0.09 0.144
```


Run x
The following is a quantum chemistry calculation of 2 unconnected molecules or ions with the total composition C7H9NO, from OMol25.

The value obtained for the LUMO energy (alpha / beta) is -0.48 / -0.48 eV. For the HOMO energy (alpha / beta), the calculation gives -8.00 / -8.00 eV.

```
18
Properties=species:S:1:pos:R:3:lowdin_charge:R:1
C 1.30 -1.66 0.29 -0.286
C -2.95 -1.18 -0.29 0.089
C -1.75 -1.41 0.25 -0.120
C -1.09 -0.38 0.95 -0.184
C 1.72 0.51 1.42 -0.071
C 0.97 0.42 -1.02 -0.070
C 1.13 -0.28 0.30 -0.390
N 1.35 -2.81 0.27 0.144
O -1.28 0.49 1.73 0.143
H -3.43 -1.90 -0.94 0.070
H -3.49 -0.26 -0.12 0.076
H -1.20 -2.32 0.07 0.096
H 1.91 -0.11 2.30 0.089
H 1.04 1.32 1.71 0.076
H 2.67 0.96 1.11 0.088
H 0.51 1.39 -0.88 0.084
H 1.95 0.58 -1.49 0.085
H 0.37 -0.17 -1.71 0.081
```


run x is preferred energetically. Next in line: 0.0960 hartree higher.


Run w
The following is a quantum chemistry calculation of a single C7H12F2S molecule, from OMol25.

The value obtained for the LUMO energy is 0.89 eV. For the HOMO energy, the calculation gives -8.84 eV.

```
22
Properties=species:S:1:pos:R:3:lowdin_charge:R:1
C -0.96 -2.66 -1.14 -0.128
C -1.14 -1.72 0.03 -0.240
C -0.59 -0.36 -0.35 -0.089
C -1.07 0.72 0.23 -0.055
C -0.78 2.09 -0.04 -0.457
F -0.63 2.26 -1.35 0.090
F -1.76 3.05 0.34 0.017
C 0.81 2.66 0.78 -0.522
C 1.85 1.63 0.45 -0.169
S 1.29 4.31 0.09 0.781
H -1.62 -2.42 -2.02 0.087
H -1.29 -3.71 -1.22 0.064
H 0.12 -2.65 -1.46 0.087
H -2.10 -1.35 0.39 0.108
H -0.68 -2.20 0.90 0.111
H 0.18 -0.32 -1.14 0.124
H -1.70 0.56 1.02 0.104
H 0.51 2.68 1.77 0.062
H 1.96 1.48 -0.70 0.120
H 1.59 0.69 0.80 0.030
H 2.75 1.88 1.06 0.092
H 0.18 4.80 0.36 -0.219
```


Run x
The following is a quantum chemistry calculation of a molecular structure, C7H12F2S, from OMol25.

The value obtained for the LUMO energy is 0.69 eV. For the HOMO energy, the calculation gives -8.28 eV.

```
22
Properties=species:S:1:pos:R:3:lowdin_charge:R:1
C -0.51 -1.70 0.74 -0.023
C -0.59 -0.29 -0.05 -0.254
C -1.30 -0.85 1.67 -0.283
C -1.64 -0.03 -1.14 -0.054
C 1.30 0.56 -1.40 -0.119
C 1.76 0.29 0.85 -0.140
C 0.61 0.63 -0.07 -0.844
F -2.66 -0.96 1.91 0.075
F -0.60 -0.28 2.72 0.045
S 0.08 2.36 0.37 0.798
H -1.18 -2.27 0.14 0.096
H 0.34 -2.27 1.10 0.112
H -1.82 1.10 -1.23 0.088
H -2.50 -0.67 -0.96 0.080
H -1.23 -0.40 -2.07 0.063
H 0.58 0.68 -2.16 0.044
H 1.57 -0.50 -1.51 0.098
H 2.26 1.15 -1.60 0.124
H 2.63 0.95 0.73 0.085
H 1.46 0.60 1.91 0.093
H 1.99 -0.75 0.82 0.070
H -0.57 2.66 -0.75 -0.155
```


run w is preferred energetically. Next in line: 0.0253 hartree higher.


Run w
The following is a quantum chemistry calculation of a single C12H24N2O3 molecule, from OMol25.

The value obtained for the LUMO energy is 0.59 eV. For the HOMO energy, the calculation gives -9.37 eV.

```
41
Properties=species:S:1:pos:R:3:lowdin_charge:R:1
C 2.77 -3.32 -1.93 -0.068
C 2.40 -2.09 -0.94 -0.204
C 1.59 -2.42 0.26 -0.336
C 0.10 -2.72 0.04 -0.052
C 1.63 -1.20 1.31 -0.289
N 1.02 -1.58 2.57 0.042
C 1.07 0.14 0.84 -0.346
O 1.75 0.99 0.24 0.067
N -0.35 0.33 1.00 0.118
C -0.75 1.68 1.00 -0.299
C -1.96 2.05 0.11 -0.164
C -1.54 1.97 -1.33 -0.433
C -1.39 3.38 -1.90 -0.059
C -2.55 1.00 -2.04 -0.075
C -0.98 2.30 2.38 -0.498
O -0.01 2.71 2.98 0.104
O -2.13 2.30 3.00 0.140
H 3.13 -4.19 -1.44 0.040
H 1.96 -3.59 -2.59 0.046
H 3.65 -3.01 -2.63 0.094
H 2.07 -1.24 -1.51 0.101
H 3.34 -1.71 -0.54 0.108
H 2.07 -3.19 0.81 0.117
H -0.32 -1.62 -0.30 0.122
H -0.46 -2.90 0.99 0.078
H -0.11 -3.49 -0.64 0.045
H 2.62 -1.00 1.63 0.128
H 1.55 -2.37 2.86 0.076
H 1.08 -0.81 3.20 0.084
H -1.03 -0.31 1.43 0.160
H 0.02 2.29 0.49 0.149
H -2.68 1.34 0.57 0.123
H -2.45 3.05 0.34 0.145
H -0.60 1.38 -1.27 0.126
H -0.80 3.37 -2.89 0.107
H -2.34 3.78 -2.15 0.055
H -0.95 3.97 -1.09 0.084
H -2.46 0.01 -1.59 0.060
H -3.60 1.44 -2.12 0.103
H -2.28 0.82 -3.10 0.067
H -2.07 2.47 3.94 0.137
```


Run x
The following is a quantum chemistry calculation of a single C12H24N2O3 molecule, from OMol25.

The value obtained for the LUMO energy is 0.51 eV. For the HOMO energy, the calculation gives -9.96 eV.

```
41
Properties=species:S:1:pos:R:3:lowdin_charge:R:1
C 0.49 4.96 -1.22 -0.104
C 0.13 3.67 -0.47 -0.244
C 0.15 2.39 -1.32 -0.349
C -0.97 2.47 -2.40 -0.064
C 0.20 1.05 -0.55 -0.264
N -0.83 0.86 0.53 0.053
C 1.61 0.79 0.00 -0.390
O 2.58 1.54 -0.12 0.058
N 1.82 -0.39 0.72 0.080
C 0.86 -1.34 1.30 -0.214
C -0.02 -2.08 0.21 -0.140
C -0.70 -3.34 0.68 -0.429
C -1.62 -2.98 1.84 -0.080
C -1.58 -3.92 -0.47 -0.064
C 1.75 -2.36 2.07 -0.497
O 1.47 -2.84 3.12 0.136
O 2.81 -2.81 1.36 0.118
H 0.65 5.81 -0.51 0.075
H 1.49 4.91 -1.67 0.084
H -0.31 5.28 -1.89 0.066
H -0.87 3.76 -0.04 0.102
H 0.87 3.60 0.33 0.109
H 1.06 2.45 -1.99 0.150
H -0.85 3.34 -3.07 0.073
H -0.94 1.60 -3.06 0.078
H -1.89 2.65 -1.85 0.072
H 0.00 0.20 -1.22 0.136
H -1.74 1.13 0.12 0.100
H -0.56 1.51 1.30 0.104
H 2.77 -0.36 1.17 0.163
H 0.19 -0.85 2.04 0.142
H -0.76 -1.31 -0.12 0.101
H 0.70 -2.31 -0.61 0.134
H 0.03 -4.07 1.06 0.140
H -1.03 -2.55 2.64 0.061
H -2.15 -3.85 2.27 0.088
H -2.36 -2.22 1.50 0.094
H -2.16 -4.79 -0.15 0.077
H -2.23 -3.14 -0.82 0.068
H -0.91 -4.23 -1.29 0.077
H 2.86 -2.26 0.57 0.098
```


run x is preferred energetically. Next in line: 0.0601 hartree higher.


Run w
The following is a quantum chemistry calculation of a single C4H4S molecule, from OMol25.

The value obtained for the LUMO energy is 0.01 eV. For the HOMO energy, the calculation gives -8.53 eV.

```
9
Properties=species:S:1:pos:R:3:lowdin_charge:R:1
S -2.78 0.06 -0.03 0.672
C -1.31 -0.08 0.59 -0.626
C -0.13 0.04 -0.35 -0.346
C 1.23 -0.58 -0.06 -0.010
C 1.19 0.71 -0.06 0.002
H -1.27 -0.34 1.63 0.034
H -0.48 0.09 -1.34 0.069
H 1.87 -1.51 -0.15 0.126
H 1.68 1.61 -0.23 0.078
```


Run x
The following is a quantum chemistry calculation of 2 unconnected molecules or ions with the total composition C4H4S, from OMol25.

The value obtained for the LUMO energy is 0.67 eV. For the HOMO energy, the calculation gives -9.21 eV.

```
9
Properties=species:S:1:pos:R:3:lowdin_charge:R:1
C 1.39 0.29 -1.36 -0.015
C 0.61 -0.61 -1.50 -0.603
S -0.35 -1.81 -2.40 0.687
H 2.24 0.96 -1.05 0.055
H -0.55 -2.70 -1.36 -0.125
C -1.16 0.53 2.16 0.002
C -0.42 1.36 1.75 -0.004
H -1.88 -0.20 2.31 0.001
H 0.13 2.19 1.45 0.003
```


Run y
The following is a quantum chemistry calculation of a single C4H4S molecule, from OMol25.

The value obtained for the LUMO energy is -0.50 eV. For the HOMO energy, the calculation gives -8.97 eV.

```
9
Properties=species:S:1:pos:R:3:lowdin_charge:R:1
C -0.90 -2.03 0.91 0.104
C -0.42 -0.96 0.55 -0.097
C 0.28 0.37 0.23 -0.262
C 0.51 0.91 -1.14 -0.650
S 1.47 2.12 -1.71 0.649
H -1.16 -2.90 1.38 0.001
H 0.98 0.66 1.01 0.114
H -0.45 1.09 0.59 0.114
H -0.31 0.75 -1.81 0.027
```


run y is preferred energetically. Next in line: 0.0043 hartree higher.